# 1
Here is C23H24ClN7O2 in the gas phase from OMol25. Energies are from ωB97M-V with the def2-TZVPD basis set.

For the LUMO energy, the calculation gives 0.0236 hartree. Its SMILES is Cn1c(N2CCN(c3ccccn3)CC2)nc2c1c(=O)n(Cc1ccccc1Cl)c(=O)n2C. As for the net charge: 0. The calculation puts the electronic energy at -1884.90467 Eh.

XYZ file:
```
57
Properties=species:S:1:pos:R:3:forces:R:3:nbo_charge:R:1
C -0.0376 -2.9546 -0.0082 -0.070 -0.522 -0.067 -0.419
N 0.1093 -1.5272 0.0775 -0.137 0.459 0.053 -0.324
C -0.7507 -0.5356 -0.2711 0.446 -0.157 0.033 0.570
N -1.9978 -0.7514 -0.7909 0.003 -0.172 -0.252 -0.436
C -2.9568 -1.5618 -0.0528 -0.248 -0.003 0.436 -0.224
C -3.6493 -0.7217 1.0304 0.050 -0.412 0.044 -0.244
N -4.2896 0.4336 0.4396 0.225 0.025 0.207 -0.417
C -5.6107 0.3415 0.0874 -0.449 -0.026 0.073 0.391
C -6.2971 1.3683 -0.5851 0.052 0.056 -0.105 -0.310
C -7.6434 1.2155 -0.8311 0.064 -0.160 0.059 -0.143
C -8.2952 0.0609 -0.4120 -0.057 0.012 -0.004 -0.319
C -7.5395 -0.8888 0.2478 -0.345 0.062 -0.133 0.070
N -6.2468 -0.7645 0.4873 0.360 0.004 -0.008 -0.505
C -3.3359 1.2555 -0.2703 0.164 0.069 -0.320 -0.230
C -2.6380 0.4254 -1.3575 -0.050 0.411 -0.038 -0.228
N -0.2065 0.6749 -0.1665 -0.001 0.441 0.071 -0.561
C 1.0506 0.4582 0.2692 -0.055 -1.425 0.019 0.380
C 1.2882 -0.8936 0.4411 0.128 0.841 0.019 -0.105
C 2.5471 -1.4047 0.8604 -0.400 0.018 0.064 0.666
O 2.8532 -2.5715 1.0377 -0.034 -0.131 0.002 -0.634
N 3.4687 -0.3643 1.0629 0.246 -0.101 0.251 -0.459
C 4.8362 -0.7531 1.3882 0.118 -0.139 0.091 -0.246
C 5.8452 -0.2029 0.4179 0.039 -0.062 -0.137 -0.067
C 6.9669 0.4663 0.8926 -0.014 -0.075 -0.123 -0.117
C 7.9211 0.9746 0.0320 0.054 -0.007 0.068 -0.228
C 7.7666 0.8276 -1.3357 -0.020 0.000 -0.033 -0.204
C 6.6597 0.1663 -1.8337 -0.019 0.008 -0.025 -0.226
C 5.7138 -0.3457 -0.9602 0.238 0.107 0.154 -0.027
Cl 4.3552 -1.1828 -1.6406 -0.041 -0.153 -0.282 -0.005
C 3.2485 0.9985 0.9551 -0.213 0.186 0.039 0.802
O 4.1168 1.8038 1.2188 0.211 0.117 0.142 -0.635
N 1.9962 1.3966 0.5368 0.023 0.034 -0.090 -0.411
C 1.6965 2.8015 0.3785 0.005 0.304 -0.006 -0.412
H -0.5433 -3.3568 0.8738 0.016 -0.004 -0.088 0.201
H -0.5952 -3.2188 -0.9068 -0.032 0.019 0.028 0.213
H 0.9608 -3.3889 -0.0486 -0.131 0.019 -0.017 0.258
H -2.4645 -2.4187 0.3994 -0.022 -0.050 -0.042 0.210
H -3.7071 -1.9178 -0.7645 0.043 -0.067 0.072 0.211
H -4.4105 -1.3130 1.5375 0.240 0.042 0.037 0.257
H -2.9038 -0.3674 1.7507 -0.014 -0.039 -0.002 0.194
H -5.7965 2.2703 -0.8972 0.039 0.054 -0.004 0.212
H -8.1880 1.9941 -1.3463 -0.014 0.059 -0.024 0.215
H -9.3474 -0.0878 -0.5915 -0.090 -0.042 0.002 0.219
H -7.9810 -1.8110 0.6049 -0.139 -0.030 -0.014 0.190
H -3.8163 2.1241 -0.7134 0.038 0.017 0.043 0.211
H -2.5779 1.6002 0.4398 -0.099 0.061 -0.086 0.220
H -1.8776 1.0234 -1.8573 -0.115 -0.025 -0.064 0.235
H -3.3759 0.0759 -2.0862 0.024 0.051 0.005 0.201
H 5.0774 -0.4033 2.3956 0.016 -0.076 -0.111 0.218
H 4.8410 -1.8486 1.3715 0.010 0.258 0.070 0.266
H 7.0810 0.5962 1.9579 -0.030 0.040 0.133 0.205
H 8.7813 1.4923 0.4284 0.075 0.050 0.039 0.214
H 8.5027 1.2271 -2.0165 0.062 0.033 -0.062 0.216
H 6.5228 0.0412 -2.8966 -0.030 -0.026 -0.084 0.225
H 2.6203 3.3566 0.5283 -0.135 -0.043 -0.030 0.249
H 0.9517 3.1096 1.1132 0.011 0.047 -0.029 0.204
H 1.3009 2.9762 -0.6213 0.006 0.044 0.027 0.212
```
Forces are in eV/Å.

# 2
Here is a molecular structure, C23H24F3N3S2Sn from OMol25. Energies are from ωB97M-V with the def2-TZVPD basis set.

The value obtained for the relative energy (zero: lowest compared OMol25 entry of this formula, charge and spin) is 0.0 kcal per mole. For the LUMO energy, the calculation gives 0.0079 hartree. As for the net charge: 0. The calculation puts the electronic energy at -2365.30948 Eh.

XYZ file:
```
56
Properties=species:S:1:pos:R:3:forces:R:3:nbo_charge:R:1
Sn -0.9174 0.0056 -0.3809 0.273 -0.293 -0.017 0.978
C -0.5476 3.1954 0.9326 0.292 1.499 0.935 -0.175
N 0.0774 1.9781 1.3958 -0.037 -0.077 -0.076 -0.524
C -0.3968 1.5502 2.7136 -0.011 -0.058 -0.028 -0.226
C -0.2741 0.0550 2.9363 -0.092 0.106 -0.064 -0.236
N -1.0998 -0.7690 2.0317 -0.206 0.099 0.144 -0.517
C -2.5518 -0.5820 2.2758 0.103 0.025 0.118 -0.436
C -0.7785 -2.1831 2.1753 0.054 0.193 0.176 0.192
C -0.4189 -2.7165 3.4121 0.004 0.000 0.105 -0.264
C -0.1494 -4.0653 3.5718 -0.032 0.007 -0.162 -0.213
C -0.2465 -4.9084 2.4715 -0.035 0.116 -0.049 -0.206
C -0.6060 -4.3831 1.2431 -0.011 0.019 0.025 -0.213
C -0.8780 -3.0184 1.0719 0.069 -0.449 -0.364 -0.190
S -1.3198 -2.4879 -0.5498 0.013 0.154 0.060 -0.333
C 1.5293 2.0416 1.2850 -0.067 0.183 0.010 0.172
C 2.2014 3.1337 1.8367 -0.122 -0.082 -0.002 -0.237
C 3.5737 3.2605 1.7337 0.020 0.056 0.035 -0.238
C 4.2959 2.2782 1.0682 -0.016 -0.091 -0.042 -0.195
C 3.6450 1.1850 0.5235 -0.054 0.225 0.152 -0.210
C 2.2531 1.0410 0.6259 -0.039 0.203 0.054 -0.198
S 1.5546 -0.4199 -0.0228 -0.257 -0.484 -0.314 -0.327
H -0.5001 4.0183 1.6429 0.322 0.078 -0.116 0.194
H -1.7215 2.5592 0.4783 0.435 -3.548 -1.758 0.231
H -0.1443 3.4968 -0.0315 -0.179 -0.101 -0.043 0.224
H -1.4403 1.8427 2.8151 0.045 0.002 -0.003 0.214
H 0.1620 2.0447 3.5192 0.004 0.075 -0.029 0.197
H -0.5650 -0.1121 3.9782 0.013 -0.071 0.044 0.189
H 0.7599 -0.2615 2.8116 0.060 -0.029 -0.018 0.236
H -2.8087 -0.7942 3.3205 0.066 -0.036 -0.012 0.190
H -3.1019 -1.2682 1.6345 0.008 0.000 -0.044 0.232
H -2.8550 0.4380 2.0371 0.027 -0.004 -0.071 0.219
H -0.3449 -2.0811 4.2829 -0.008 0.044 -0.019 0.210
H 0.1337 -4.4481 4.5435 -0.004 0.005 -0.011 0.212
H -0.0362 -5.9662 2.5674 -0.005 0.018 -0.010 0.214
H -0.6752 -5.0216 0.3708 0.016 -0.016 0.053 0.221
H 1.6312 3.8961 2.3554 0.018 -0.008 -0.008 0.208
H 4.0730 4.1193 2.1647 -0.007 -0.035 -0.017 0.215
H 5.3712 2.3681 0.9746 -0.021 -0.027 -0.015 0.215
H 4.2033 0.4179 0.0041 0.001 -0.012 0.000 0.223
F -1.2018 -1.2453 -7.8886 0.020 -0.004 -0.044 -0.317
C -0.0538 -0.8540 -7.3135 0.040 0.115 0.038 0.970
F 0.9021 -1.7166 -7.6795 -0.007 0.020 -0.066 -0.316
F 0.2603 0.3496 -7.8346 -0.007 -0.126 -0.039 -0.320
C -0.1929 -0.7600 -5.8195 -0.060 -0.016 -0.016 -0.100
C 0.7500 -1.3126 -4.9748 0.055 -0.024 -0.041 -0.219
C 0.5662 -1.1664 -3.6096 -0.183 0.057 0.278 0.063
N -0.4714 -0.5093 -3.0892 0.016 0.019 -0.087 -0.438
C -1.3754 0.0201 -3.9172 0.117 -0.067 0.168 0.046
C -1.2818 -0.0854 -5.2923 -0.051 0.051 0.003 -0.219
H 1.6049 -1.8465 -5.3649 -0.019 0.001 0.030 0.241
H 1.2638 -1.5931 -2.8955 -0.032 0.066 -0.041 0.224
H -2.2048 0.5473 -3.4511 0.091 -0.059 -0.034 0.209
H -2.0375 0.3476 -5.9341 0.019 -0.009 0.020 0.236
C -2.5025 3.0707 0.9279 0.350 2.863 1.202 -0.693
H -2.4500 3.3401 1.9777 -0.669 -0.539 0.020 0.193
H -2.6627 3.9750 0.3380 -0.320 -0.033 -0.012 0.192
```
Forces are in eV/Å.

# 3
Here is C23H24FN5O in the gas phase from OMol25. Energies are from ωB97M-V with the def2-TZVPD basis set.

The value obtained for the relative energy (zero: lowest compared OMol25 entry of this formula, charge and spin) is 34.8 kcal per mole. For the LUMO energy, the calculation gives 0.0185 hartree. Its SMILES is COc1ccc(-n2cc(CNCCCn3ccnc3)c(-c3cccc(F)c3)n2)cc1. As for the net charge: 0. The calculation puts the electronic energy at -1339.71483 Eh.

XYZ file:
```
54
Properties=species:S:1:pos:R:3:forces:R:3:nbo_charge:R:1
C 7.5919 1.9150 0.2554 0.098 0.154 -0.092 -0.253
O 6.8863 0.8632 0.8688 -0.127 -0.214 0.134 -0.489
C 5.6274 0.5842 0.4405 -0.200 -0.091 -0.022 0.297
C 4.9586 1.2620 -0.5728 0.382 0.055 0.155 -0.298
C 3.6730 0.8931 -0.9306 -0.355 -0.302 0.091 -0.224
C 3.0349 -0.1572 -0.2848 0.934 0.258 0.275 0.183
N 1.7382 -0.5574 -0.6202 -0.898 -0.008 -0.512 -0.181
C 0.9141 -0.0607 -1.5758 -0.245 -0.202 0.049 -0.036
C -0.2625 -0.7703 -1.5240 0.278 -0.004 -0.046 -0.123
C -1.4388 -0.5817 -2.4238 0.023 0.021 -0.056 -0.240
N -2.5695 0.0314 -1.7355 -0.325 0.104 -0.360 -0.632
C -2.3031 1.3508 -1.1824 0.011 -0.073 0.411 -0.228
C -2.0210 1.2488 0.3210 0.076 0.408 -0.181 -0.411
C -1.6576 2.6049 0.9308 0.275 -0.655 0.036 -0.204
N -2.7261 3.5576 0.8002 -0.172 0.330 0.002 -0.347
C -3.8860 3.5792 1.5226 -0.244 -0.023 0.162 -0.115
C -4.6288 4.6057 1.0159 -0.017 -0.198 0.165 -0.094
N -3.9560 5.2079 0.0011 -0.056 0.434 -0.427 -0.461
C -2.8303 4.5589 -0.1044 0.121 0.072 -0.073 0.160
C -0.0579 -1.7105 -0.4762 0.485 0.673 -0.372 0.101
C -0.9488 -2.7432 0.0309 -0.233 -0.472 0.263 0.028
C -0.4081 -3.8720 0.6479 0.055 0.063 -0.045 -0.216
C -1.2306 -4.8692 1.1346 0.002 0.043 -0.002 -0.193
C -2.6074 -4.7628 1.0189 -0.223 0.136 -0.059 -0.287
C -3.1273 -3.6328 0.4151 0.094 -0.136 0.055 0.403
F -4.4714 -3.5119 0.3079 0.133 -0.005 0.010 -0.330
C -2.3316 -2.6194 -0.0801 -0.046 -0.168 0.047 -0.315
N 1.1533 -1.5557 0.0390 -0.110 -0.427 0.474 -0.261
C 3.7044 -0.8371 0.7336 -0.104 0.059 -0.116 -0.210
C 4.9804 -0.4715 1.0896 0.197 0.250 -0.130 -0.239
H 8.5590 1.9506 0.7541 -0.056 0.040 -0.069 0.203
H 7.0812 2.8740 0.3896 0.009 -0.036 -0.018 0.176
H 7.7433 1.7287 -0.8127 -0.020 0.013 0.033 0.176
H 5.4248 2.0817 -1.0958 0.063 0.063 -0.025 0.222
H 3.1820 1.4390 -1.7205 -0.061 0.047 -0.076 0.210
H 1.2011 0.7359 -2.2309 0.085 0.158 -0.125 0.216
H -1.7740 -1.5566 -2.7919 0.055 0.073 -0.065 0.217
H -1.1096 0.0211 -3.2891 -0.061 -0.141 0.084 0.178
H -3.3604 0.0601 -2.3682 0.083 0.030 0.063 0.371
H -3.1761 1.9912 -1.3334 0.073 -0.021 -0.057 0.210
H -1.4467 1.8278 -1.6835 -0.060 0.060 -0.016 0.165
H -1.1990 0.5549 0.4938 0.007 -0.025 0.048 0.221
H -2.9067 0.8464 0.8143 -0.012 -0.050 0.041 0.211
H -1.4237 2.4763 1.9925 0.052 0.118 -0.142 0.213
H -0.7758 3.0139 0.4286 -0.051 0.011 0.105 0.205
H -4.0732 2.8866 2.3171 -0.017 -0.164 0.168 0.216
H -5.5981 4.9499 1.3154 -0.197 0.000 0.143 0.207
H -2.0581 4.7839 -0.8136 0.258 -0.032 -0.128 0.191
H 0.6640 -3.9488 0.7347 0.098 -0.044 0.004 0.226
H -0.8018 -5.7401 1.6073 0.036 -0.070 0.031 0.216
H -3.2689 -5.5298 1.3893 -0.087 -0.059 0.025 0.228
H -2.7773 -1.7414 -0.5221 -0.074 0.075 -0.024 0.263
H 3.1971 -1.6484 1.2292 0.020 -0.050 0.060 0.246
H 5.5079 -0.9894 1.8742 0.049 -0.078 0.103 0.228
```
Forces are in eV/Å.

# 4
Here is a molecular structure, C23H24IrN7S4Sb from OMol25. Energies are from ωB97M-V with the def2-TZVPD basis set.

The value obtained for the relative energy (zero: lowest compared OMol25 entry of this formula, charge and spin) is 11.7 kcal per mole. As for the multiplicity: 2. For the LUMO energy (spin up / spin down), the calculation gives -0.0300 / -0.0778 hartree. Its expectation value of S² is 0.760. As for the net charge: 0. The calculation puts the electronic energy at -3211.56666 Eh.

XYZ file:
```
60
Properties=species:S:1:pos:R:3:forces:R:3:lowdin_spin:R:1
Ir -0.6697 1.5193 1.2670 -1.156 -0.855 -0.486 0.035
C -2.2956 -0.6118 4.6106 0.107 0.040 0.070 0.001
C -1.4790 -1.7296 4.7529 -0.034 -0.040 0.016 0.000
C -0.2826 -1.7384 4.0897 0.170 -0.094 0.067 0.001
C 0.0836 -0.6840 3.2396 -0.064 0.153 -0.096 0.000
N -0.7680 0.3420 3.0095 -0.162 -0.160 -0.015 0.000
C -1.8955 0.3822 3.7574 -0.069 0.014 -0.011 0.000
N 1.3628 -0.7704 2.7387 -0.055 -0.359 0.506 0.001
C 1.8639 -0.0276 1.8414 -0.097 0.117 -0.248 0.000
N 1.2274 0.9279 1.0747 0.377 0.231 0.142 0.003
C 2.1418 1.4708 0.1963 -0.167 -0.249 0.108 0.000
N 1.9536 2.3619 -0.6918 0.095 0.481 -0.369 0.001
C 0.7510 2.9591 -1.0056 -0.155 -0.093 0.022 0.000
C 0.8333 3.9607 -1.9828 0.178 0.007 -0.013 0.000
C -0.2912 4.5988 -2.4421 -0.011 0.024 -0.017 0.000
C -1.5248 4.1807 -1.9589 0.065 -0.031 -0.055 0.002
C -1.5516 3.2047 -0.9952 -0.057 -0.011 -0.059 0.013
N -0.4499 2.6249 -0.4709 0.105 0.172 0.086 0.001
C 3.4493 0.8159 0.4085 -0.052 -0.008 0.016 0.000
C 4.6702 0.9888 -0.2133 0.023 0.103 -0.090 0.000
C 5.7190 0.1750 0.1962 -0.008 0.020 0.008 0.000
C 5.5379 -0.7788 1.1976 -0.006 0.022 0.007 0.000
C 4.3088 -0.9326 1.8259 -0.025 -0.142 0.103 0.000
C 3.2729 -0.1198 1.4109 -0.008 0.065 -0.023 0.000
H -3.2201 -0.5044 5.1598 0.000 0.016 -0.028 0.000
H -1.7681 -2.5532 5.3930 0.035 -0.001 -0.012 0.000
H 0.4342 -2.5398 4.1943 -0.023 0.001 -0.001 0.000
H -2.4787 1.2828 3.6592 -0.005 0.012 -0.110 0.000
H 1.8253 4.1978 -2.3406 -0.045 0.008 -0.014 0.000
H -0.2192 5.3988 -3.1684 0.026 -0.061 -0.019 0.000
H -2.4565 4.6024 -2.3092 0.006 -0.011 0.042 0.001
H -2.4959 2.8688 -0.6106 0.019 -0.053 0.078 0.016
H 4.7926 1.7357 -0.9873 0.007 -0.034 0.002 0.000
H 6.6938 0.2822 -0.2624 -0.024 -0.010 -0.017 0.000
H 6.3713 -1.4061 1.4868 -0.011 0.015 0.019 0.000
H 4.1553 -1.6660 2.6071 0.003 0.013 -0.021 0.000
S -5.0084 2.7798 -0.5047 -0.296 0.065 -0.073 0.702
Sb -4.2261 1.7560 1.4409 0.250 -0.056 -0.297 0.079
S -2.2851 3.0694 2.0088 -0.021 -0.086 0.041 0.040
S -2.5972 0.2696 0.3685 0.834 1.308 0.947 0.089
C -2.9846 -2.1622 -2.5657 0.042 -0.045 0.165 0.000
N -2.0356 -2.7179 -1.5981 -0.125 0.079 -0.254 0.000
C -2.7040 -3.4444 -0.5294 0.060 0.081 0.003 0.000
C -0.8587 -2.0690 -1.3279 0.168 -0.106 0.326 0.002
S -0.3216 -1.8395 0.2456 0.322 -0.616 -0.404 0.012
N -0.1310 -1.6506 -2.3944 -0.249 0.077 -0.168 0.000
C 1.0156 -0.7801 -2.2055 -0.051 0.003 0.012 0.000
C -0.2488 -2.2384 -3.7215 0.108 -0.015 0.097 0.000
H -3.7811 -1.6362 -2.0304 -0.007 -0.009 -0.007 0.000
H -3.4307 -2.9606 -3.1619 0.021 0.011 -0.019 0.000
H -2.5081 -1.4480 -3.2238 0.040 0.057 -0.017 0.000
H -3.4463 -4.1003 -0.9865 0.006 -0.002 0.000 0.000
H -3.2007 -2.7632 0.1680 0.000 -0.006 0.015 0.000
H -1.9825 -4.0371 0.0249 -0.005 -0.011 0.004 0.000
H 0.8074 -0.0688 -1.4126 -0.027 -0.001 -0.015 0.000
H 1.1997 -0.2404 -3.1353 -0.008 -0.009 0.004 0.000
H 1.9100 -1.3488 -1.9330 0.005 0.008 0.013 0.000
H -0.7908 -3.1791 -3.6715 -0.040 0.004 0.014 0.000
H 0.7545 -2.4373 -4.1030 -0.005 -0.032 0.027 0.000
H -0.7476 -1.5715 -4.4293 -0.003 -0.002 -0.003 0.000
```
Forces are in eV/Å.